1.
This record from OMol25 describes a cluster of 5 separate species, C23H52FNO12P2S in total. The level of theory is ωB97M-V/def2-TZVPD.

Results
E_LUMO	0.18	eV
structure (SMILES)	CC(=O)N(C(C)=O)[C@H]1C[C@H](CCCF)S(=O)(=O)O[C@H]1PP(=O)(O)O.CC(C)O.CC(C)O.CC(C)O.CC(C)O
orbital gap	9.580	eV

Geometry (Å):
C 2.00397 -2.53050 3.83770
C 2.40429 -1.46120 2.85260
O 2.94465 -0.44788 3.20929
N 2.11361 -1.59758 1.43581
C 2.34947 -2.88230 0.83003
C 2.84878 -2.80417 -0.58799
O 2.15892 -3.91906 1.40104
C 0.90408 -0.91188 0.92581
C -0.06349 -0.54397 2.05002
C -1.41392 0.01057 1.56617
C -2.46985 -1.05983 1.26015
C -2.17241 -2.11040 0.18233
C -3.44246 -2.62121 -0.46637
F -4.02784 -1.58580 -1.18685
S -1.16720 1.19735 0.24645
O -1.80689 2.41722 0.59094
O -1.37978 0.58030 -1.03133
O 0.39039 1.45878 0.39507
C 1.25499 0.34317 0.06035
P 3.04164 0.82313 0.16495
P 2.92212 2.73248 -0.92534
O 2.99764 3.89860 -0.03386
O 4.13546 2.62504 -1.96692
O 1.62829 2.79454 -1.87135
H 2.88173 -3.11890 4.11085
H 1.64403 -2.01948 4.73061
H 1.25171 -3.20972 3.45313
H 3.41150 -3.70601 -0.81811
H 3.43142 -1.90225 -0.75835
H 1.98271 -2.77897 -1.25922
H 0.40371 -1.62452 0.26851
H 0.40701 0.18633 2.71079
H -0.28079 -1.43261 2.64864
H -1.81160 0.63949 2.36426
H -3.41481 -0.56456 1.02389
H -2.62660 -1.57907 2.21110
H -1.52790 -1.72163 -0.60543
H -1.67409 -2.98151 0.62203
H -4.15334 -2.95420 0.29482
H -3.21951 -3.44041 -1.14623
H 1.08325 0.11200 -0.99655
H 3.11017 1.38454 1.44459
H 4.01952 3.23598 -2.70635
H 1.36562 1.96470 -2.28627
C -4.24373 -3.85420 -5.52651
C -5.13781 -3.98917 -4.30425
C -6.51879 -3.39928 -4.54489
O -4.53184 -3.37948 -3.16598
H -4.10298 -2.79813 -5.77329
H -3.26331 -4.28948 -5.33296
H -4.68034 -4.35071 -6.39417
H -5.23812 -5.04459 -4.04153
H -6.43783 -2.33161 -4.76724
H -7.14126 -3.51216 -3.65689
H -7.01737 -3.88496 -5.38497
H -4.43872 -2.43685 -3.34829
C 4.98227 3.00856 3.23873
C 6.06536 2.98051 2.16990
C 6.75203 4.32649 2.02931
O 5.51357 2.59130 0.91079
H 4.21773 3.74485 2.97500
H 4.50087 2.03287 3.32649
H 5.39667 3.27595 4.21232
H 6.79476 2.20529 2.41556
H 6.02318 5.08274 1.73008
H 7.51930 4.29187 1.25599
H 7.21341 4.64828 2.96465
H 4.88660 3.28685 0.65515
C -6.45419 -5.41698 -0.70252
C -7.34555 -5.55693 0.51956
C -8.72621 -4.96453 0.28522
O -6.73098 -4.95670 1.66100
H -6.29918 -4.35982 -0.93930
H -5.47525 -5.85780 -0.51090
H -6.89030 -5.90496 -1.57562
H -7.44557 -6.61221 0.78066
H -8.64380 -3.89637 0.06375
H -9.34811 -5.08003 1.17263
H -9.22564 -5.44661 -0.55641
H -6.63822 -4.01490 1.47709
C 5.25982 8.64229 -1.19018
C 5.22574 7.44886 -0.24912
C 4.02738 7.49192 0.68434
O 6.44426 7.35189 0.48907
H 5.33802 9.57112 -0.61748
H 6.12112 8.58144 -1.85549
H 4.35315 8.69337 -1.79467
H 5.18935 6.52642 -0.83296
H 4.07139 8.38830 1.31092
H 4.01585 6.61797 1.33510
H 3.09158 7.51136 0.12504
H 6.53346 8.14332 1.03183

=====

2.
This record from OMol25 describes a structure of composition C23H52GeN6O2OsPS2Se. The level of theory is ωB97M-V/def2-TZVPD.

Results
E_LUMO (alpha / beta)	-11.01 / -11.05	eV
charge	+3
orbital gap (alpha / beta)	5.124 / 4.972	eV

Geometry (Å):
Os 0.78943 -0.73591 -0.01705
C 1.89563 -0.30710 -2.36121
N 3.21783 -0.74755 -2.00819
C 4.33349 -0.72965 -2.96116
C 5.47091 -1.34981 -2.14248
N 4.83566 -1.70766 -0.85966
C 5.63039 -2.48034 0.09751
C 3.57120 -1.29824 -0.82929
N 2.66564 -1.37839 0.17482
C 3.00603 -1.95613 1.49630
C 2.03808 -1.35658 2.50024
N 0.70565 -1.40438 1.88394
C -0.35815 -1.83029 2.60025
N -1.27538 -2.65902 2.09587
C -1.20060 -3.42974 0.87319
C -2.32050 -2.96062 3.07778
C -1.79350 -2.28831 4.35342
N -0.61745 -1.54793 3.87552
C 0.08228 -0.64935 4.77262
H 1.80446 -0.19262 -3.44145
H 1.64238 0.66809 -1.94806
H 1.13202 -1.09057 -2.12809
H 4.55343 0.29096 -3.27107
H 4.08261 -1.31988 -3.84271
H 6.28718 -0.65077 -1.96343
H 5.87763 -2.24667 -2.60660
H 6.44703 -2.93085 -0.46106
H 5.05094 -3.28588 0.53686
H 6.06100 -1.84608 0.87115
H 4.02556 -1.71731 1.78469
H 2.88729 -3.04146 1.46597
H 2.33983 -0.32850 2.73023
H 2.06686 -1.93323 3.42533
H -0.34748 -3.11525 0.27197
H -2.10686 -3.28832 0.28740
H -1.08249 -4.48930 1.10877
H -2.40992 -4.04077 3.19076
H -3.28019 -2.56457 2.74516
H -1.50284 -3.00734 5.11991
H -2.50815 -1.59095 4.78812
H -0.65129 -0.10263 5.36351
H 0.67804 0.06420 4.21289
H 0.73387 -1.19811 5.45454
C -3.45061 -2.79389 -2.50595
C -4.20288 -2.94517 -1.20628
C -5.68389 -2.67329 -1.28791
O -3.57585 -2.06961 -0.14497
P -3.25732 -0.56120 -0.14438
S -3.09840 0.19329 1.65863
S -1.32221 -0.10248 -0.78257
O -4.22290 0.09273 -1.14947
C -4.48488 1.46121 -1.69918
C -3.76125 1.57989 -3.01781
C -4.14881 2.54411 -0.70513
H -3.87883 -3.47998 -3.23691
H -2.39546 -3.04458 -2.38936
H -3.54741 -1.78400 -2.90600
H -4.02439 -3.92809 -0.77471
H -5.89775 -1.74612 -1.81592
H -6.13192 -2.63940 -0.29585
H -6.15103 -3.49310 -1.83442
H -5.56015 1.41583 -1.85895
H -2.68036 1.62197 -2.87353
H -4.07849 2.50025 -3.50828
H -4.00458 0.74892 -3.67836
H -3.08146 2.55198 -0.47048
H -4.71610 2.44536 0.21821
H -4.40265 3.50291 -1.15760
C 0.71488 5.86339 -1.69998
Ge 1.77200 4.60772 -0.66886
C 1.93847 5.07294 1.21666
C 3.48834 4.14061 -1.46264
C 0.72036 2.86527 -0.79503
Se 1.34485 1.58617 0.51736
C 0.10209 2.09881 1.91224
H 1.22302 6.82681 -1.74155
H -0.26125 6.01803 -1.24107
H 0.57786 5.51179 -2.72221
H 2.62770 5.91221 1.31308
H 2.34966 4.25623 1.81338
H 0.98432 5.38659 1.64124
H 4.22510 4.92049 -1.27278
H 3.39414 4.02578 -2.54289
H 3.87710 3.21278 -1.03596
H 0.88409 2.46000 -1.79191
H -0.35195 2.99029 -0.64548
H 0.03727 3.18311 1.86018
H 0.51611 1.80160 2.87003
H -0.86216 1.63668 1.72618

=====

3.
This record from OMol25 describes a structure of composition C23H52O3P4PtSe. The level of theory is ωB97M-V/def2-TZVPD.

Results
2S+1	5
E_LUMO (alpha / beta)	-10.81 / -16.00	eV
charge	+4
<S²>	6.025
orbital gap (alpha / beta)	8.353 / 3.532	eV
relative energy (zero: lowest compared OMol25 entry of this formula, charge and spin)	0.00	kcal/mol

Geometry (Å):
Pt 0.06333 -0.73705 -0.60865
P -2.38991 -1.45924 2.37769
P 0.75964 -2.99379 -0.59023
P -1.82563 -0.87729 -1.89715
H -0.91531 4.68056 -0.08719
C -1.73726 4.11520 -0.54116
C -2.71517 3.57581 0.20509
H -2.77080 3.73791 1.28705
C -1.54717 -0.91460 3.85548
C -2.59871 -3.24088 2.44141
C -3.97500 -0.64977 2.17617
C 2.11837 -3.38511 -1.74699
C 1.39970 -3.49053 1.03231
C -0.49941 -4.25747 -0.94153
C -2.61845 0.74563 -1.97922
C -3.10698 -2.04143 -1.35182
C -1.45089 -1.36690 -3.60029
H -1.77106 4.07318 -1.63609
H -3.52480 2.99994 -0.25299
H -1.47255 0.18076 3.86385
H -0.52817 -1.32587 3.89079
H -2.10962 -1.25379 4.73782
H -1.62008 -3.74416 2.40315
H -3.20841 -3.58979 1.59505
H -3.10324 -3.50142 3.38457
H -3.84131 0.43925 2.16160
H -4.62148 -0.92216 3.02107
H -4.46297 -0.94485 1.23987
H 2.38041 -4.44933 -1.64780
H 2.99781 -2.77347 -1.51198
H 1.80866 -3.17545 -2.77835
H 1.83756 -4.49599 0.95527
H 0.58124 -3.50248 1.76200
H 2.15648 -2.77539 1.36979
H -0.02042 -5.24828 -0.94607
H -0.95575 -4.08642 -1.92315
H -1.26659 -4.24500 -0.15843
H -3.33784 0.76163 -2.80788
H -1.86804 1.53221 -2.13041
H -3.14672 0.94814 -1.03745
H -3.92374 -2.02934 -2.08752
H -3.50225 -1.74957 -0.37163
H -2.71497 -3.06203 -1.28366
H -2.36556 -1.24412 -4.19518
H -1.14087 -2.41590 -3.63371
H -0.64654 -0.74288 -4.01064
C 1.23898 1.36646 -3.61714
C 0.70752 2.56462 -3.11734
C 0.58336 3.68292 -3.95588
C 0.99861 3.61453 -5.29541
C 1.53549 2.41827 -5.79431
C 1.63970 1.29777 -4.97339
Se 1.59421 -0.16092 -2.51290
H -1.53998 -1.14910 1.25709
H 0.42023 2.61022 -2.06780
H 0.17035 4.61375 -3.56728
H 0.90462 4.48269 -5.94745
H 1.87917 2.36731 -6.82832
H 2.05110 0.36911 -5.36376
C -0.23451 3.47299 2.97619
C 0.61743 2.86810 1.89122
O 0.30562 1.43019 1.84753
P 1.18901 0.32431 1.06498
O 1.71403 -0.64044 2.25376
C 2.67850 -0.23622 3.32830
C 2.06639 -0.54755 4.66565
O 2.46439 1.16278 0.59271
C 3.71648 0.53954 0.12671
C 4.78277 1.60116 0.23054
H -0.02009 4.54226 3.06242
H -0.01771 3.01445 3.94784
H -1.29816 3.35914 2.75134
H 0.39713 3.30575 0.90819
H 1.68249 2.99943 2.12784
H 2.90256 0.83652 3.22421
H 3.59466 -0.81035 3.14081
H 1.16607 0.05370 4.83376
H 1.81601 -1.61089 4.74798
H 2.78679 -0.29967 5.45017
H 3.95527 -0.33316 0.74943
H 3.56775 0.21649 -0.91506
H 4.92595 1.89973 1.27580
H 5.73159 1.19285 -0.13155
H 4.52676 2.48282 -0.36974

=====

4.
This record from OMol25 describes a structure of composition C23H52OP4W. The level of theory is ωB97M-V/def2-TZVPD.

Results
2S+1	3
E_LUMO (alpha / beta)	-15.81 / -15.39	eV
charge	+4
<S²>	2.057
orbital gap (alpha / beta)	2.021 / 3.497	eV
relative energy (zero: lowest compared OMol25 entry of this formula, charge and spin)	69.72	kcal/mol

Geometry (Å):
W -0.28404 -0.97389 -0.18194
P -0.53815 1.46784 -0.82079
P -1.58111 -1.19300 -2.27282
P 1.93941 -0.15527 0.65009
H -0.48885 -3.41669 -2.33072
C 0.09317 -2.93512 -1.44083
C 0.00647 -3.36700 -0.10991
H -0.89506 -3.95703 0.18199
C 0.56367 1.84843 -2.27668
C -2.19605 2.00486 -1.41160
C -0.21558 3.03560 0.10569
C -2.90686 -2.40481 -1.68772
C -2.54409 -0.33390 -3.62607
C -0.20600 -1.22495 -3.55705
C 2.50148 -0.94403 2.22574
C 2.49826 1.51384 1.14561
C 3.28076 -0.60197 -0.53189
H 1.07724 -2.38194 -1.53524
H 0.84132 -3.68812 0.53908
H 0.62782 2.95257 -2.34111
H 0.16726 1.43286 -3.21342
H 1.58650 1.45762 -2.14267
H -2.45676 2.94163 -0.89241
H -2.98464 1.28383 -1.18417
H -2.20507 2.15951 -2.49929
H 0.29089 3.75383 -0.55914
H 0.39966 2.92887 0.99262
H -1.15353 3.47414 0.46704
H -3.84981 -1.88925 -1.76809
H -2.82976 -2.73773 -0.65774
H -3.03614 -3.24892 -2.38901
H -2.66382 -1.09903 -4.39267
H -2.01765 0.48856 -4.15509
H -3.56899 0.00104 -3.37741
H -0.55951 -1.86374 -4.36153
H 0.78201 -1.58510 -3.22766
H -0.15186 -0.20987 -3.95787
H 2.80700 -0.11665 2.90160
H 3.34425 -1.61396 1.99196
H 1.75469 -1.57586 2.74605
H 3.48217 1.36125 1.61102
H 1.84923 1.91293 1.93027
H 2.56415 2.20641 0.30086
H 4.16763 -0.82835 0.07850
H 3.46556 0.26245 -1.18132
H 3.06265 -1.46874 -1.17706
C 2.89937 -4.50007 2.79494
C 3.26103 -3.95756 1.45769
C 4.51699 -4.12170 0.94424
C 5.42843 -4.93116 1.58196
C 5.09894 -5.56864 2.74414
C 3.83213 -5.50419 3.30137
O 1.79267 -4.02129 3.24991
H 0.52132 -2.13258 0.75443
H 2.52489 -3.25951 0.97904
H 4.71554 -3.71246 -0.03134
H 6.40594 -5.06373 1.21589
H 5.83413 -6.20462 3.19014
H 3.45793 -6.02854 4.18318
C -0.56811 -1.05307 4.23643
C -1.32015 -1.56157 2.99403
P -1.67510 -0.38692 1.65172
C -3.51303 -0.31838 1.30737
C -4.41196 -1.07582 2.26945
C -1.62480 1.24260 2.56693
C -2.66737 1.39339 3.69884
H 0.33762 -0.50213 3.98221
H -0.27908 -1.94035 4.80559
H -1.20184 -0.42142 4.85928
H -0.79565 -2.45108 2.61592
H -2.32350 -1.90054 3.26036
H -3.77169 0.75160 1.36836
H -3.67399 -0.64684 0.27095
H -4.50131 -0.58993 3.24182
H -5.40927 -1.08436 1.83413
H -4.12555 -2.10865 2.44734
H -0.60088 1.39247 2.95427
H -1.78463 2.05364 1.83551
H -2.68645 0.54455 4.39839
H -2.37938 2.30773 4.24393
H -3.68339 1.50902 3.29050

=====

5.
This record from OMol25 describes a structure of composition C23H52P4STb. The level of theory is ωB97M-V/def2-TZVPD.

Results
2S+1	7
E_LUMO (alpha / beta)	-10.39 / -10.29	eV
charge	+3
<S²>	12.610
orbital gap (alpha / beta)	6.922 / 7.019	eV

Geometry (Å):
Tb 0.38397 -0.15958 0.22803
P -1.30277 -1.17429 2.22805
P 2.30851 1.30932 1.62464
P 1.80114 -2.63765 0.78949
H -3.47664 0.44986 -3.44731
C -3.26941 -0.61514 -3.28879
C -3.81136 -1.28215 -2.25115
H -4.50039 -0.77914 -1.56575
C -2.92470 -0.42723 2.60570
C -0.47422 -1.11701 3.86551
C -1.75522 -2.93999 2.08225
C 3.36889 2.24413 0.44580
C 1.86011 2.65393 2.79259
C 3.57849 0.41359 2.59978
C 1.05564 -4.08177 -0.07639
C 2.14867 -3.40314 2.41641
C 3.48225 -2.73978 0.05665
H -2.64984 -1.11436 -4.04299
H -3.60829 -2.34035 -2.05913
H -3.41738 -0.11445 1.67530
H -2.80320 0.44627 3.25725
H -3.53989 -1.18579 3.10630
H -0.23078 -0.07509 4.11440
H 0.45413 -1.70236 3.85864
H -1.16440 -1.52408 4.61623
H -2.26927 -3.09809 1.12467
H -2.43864 -3.16907 2.90898
H -0.87457 -3.59151 2.12810
H 4.17357 2.76700 0.97775
H 2.76293 2.97522 -0.10400
H 3.80889 1.54910 -0.27939
H 2.75556 3.08766 3.25646
H 1.21578 2.25668 3.58492
H 1.30930 3.45149 2.28011
H 4.33560 1.11283 2.97584
H 4.07017 -0.35009 1.98734
H 3.10685 -0.08488 3.45380
H 1.82602 -4.85900 -0.17270
H 0.70393 -3.79813 -1.07563
H 0.20929 -4.47767 0.49627
H 2.80355 -4.27286 2.26847
H 1.22133 -3.72922 2.90050
H 2.65757 -2.68291 3.06920
H 3.85789 -3.75685 0.23015
H 4.15420 -2.01593 0.53100
H 3.44681 -2.53756 -1.01959
C 1.27561 -1.66203 -3.48947
C 2.50400 -1.60717 -4.18193
C 2.67537 -2.29786 -5.37205
C 1.61892 -3.04385 -5.92020
C 0.37778 -3.06299 -5.26203
C 0.19884 -2.37696 -4.06253
S 1.15245 -0.97218 -1.92267
H 0.06616 0.21933 -1.66506
H 3.32276 -1.03478 -3.73845
H 3.64064 -2.27358 -5.88218
H 1.76059 -3.60173 -6.84310
H -0.45620 -3.62313 -5.69642
H -0.75462 -2.39675 -3.53191
C -0.23280 3.47621 -2.03956
C -0.54692 3.69009 -0.56211
P -1.35023 2.22859 0.25289
C -1.87387 2.84754 1.93078
C -1.85002 4.35737 2.15875
C -2.98077 2.18022 -0.61657
C -3.74772 3.50289 -0.66861
H 0.51692 2.68730 -2.18600
H 0.17977 4.40463 -2.45724
H -1.12309 3.21666 -2.62808
H 0.37983 3.88818 -0.00027
H -1.18580 4.57449 -0.42554
H -2.88418 2.45321 2.11981
H -1.20618 2.35153 2.65416
H -2.56850 4.89189 1.52305
H -2.12491 4.57049 3.20082
H -0.85303 4.78424 1.98964
H -2.78856 1.80546 -1.63279
H -3.59234 1.41359 -0.11598
H -3.16522 4.31223 -1.12752
H -4.65360 3.37570 -1.27717
H -4.08118 3.84122 0.32180

=====

The calculation returns the following maximum force values, one per record and in order: 0.859 2.218 4.423 3.446 3.185 eV/Å.